{"formula": "C18H38BClFN4O4S", "method": "ωB97M-V/def2-TZVPD", "total_charge": 1, "gap_ha": 0.17610, "total_energy_ev": -60172.3585, "lumo_ev": -5.112, "symbols": ["C", "B", "O", "N", "C", "N", "Cl", "C", "S", "O", "O", "F", "C", "C", "C", "O", "H", "H", "H", "H", "H", "H", "H", "H", "C", "C", "N", "C", "C", "C", "C", "H", "H", "H", "H", "H", "H", "H", "H", "H", "H", "H", "H", "H", "H", "H", "C", "C", "N", "C", "C", "C", "C", "H", "H", "H", "H", "H", "H", "H", "H", "H", "H", "H", "H", "H", "H", "H"], "xyz": [[0.713, 1.104, -0.993], [1.257, 0.118, 0.165], [1.103, 0.544, 1.548], [1.882, -1.250, -0.036], [1.054, -2.421, -0.279], [1.981, -3.523, -0.384], [1.571, -5.177, -0.646], [3.339, -3.022, -0.207], [4.821, -4.144, -0.236], [4.613, -5.092, 0.929], [6.090, -3.374, 0.044], [4.891, -5.093, -1.604], [3.314, -1.492, -0.002], [4.546, -0.486, 0.192], [4.701, -0.111, 1.743], [5.193, 1.002, 2.019], [1.508, 1.413, -1.756], [0.390, 2.082, -0.465], [-0.227, 0.718, -1.524], [0.884, -0.308, 2.013], [-0.087, -2.472, -0.368], [4.347, 0.444, -0.466], [5.502, -0.959, -0.255], [4.313, -0.874, 2.508], [0.680, 4.844, -2.018], [0.251, 5.527, -3.311], [-0.556, 4.681, -4.184], [-0.731, 5.241, -5.525], [-1.511, 6.548, -5.652], [-1.757, 4.102, -3.591], [-2.798, 5.059, -3.015], [1.221, 3.915, -2.223], [1.348, 5.502, -1.456], [-0.172, 4.617, -1.372], [1.167, 5.807, -3.842], [-0.264, 6.463, -3.061], [-1.196, 4.489, -6.172], [0.265, 5.399, -5.955], [-2.584, 6.389, -5.538], [-1.360, 6.969, -6.650], [-1.188, 7.301, -4.931], [-1.448, 3.416, -2.794], [-2.246, 3.452, -4.326], [-2.351, 5.865, -2.429], [-3.472, 4.511, -2.349], [-3.418, 5.500, -3.796], [-3.275, -2.836, 1.752], [-2.254, -3.788, 2.365], [-1.530, -3.227, 3.502], [-0.377, -4.035, 3.906], [-0.649, -5.435, 4.449], [-2.347, -2.717, 4.600], [-3.311, -3.689, 5.278], [-2.807, -1.894, 1.451], [-3.715, -3.290, 0.860], [-4.094, -2.615, 2.440], [-1.533, -4.034, 1.576], [-2.759, -4.725, 2.628], [0.212, -3.478, 4.643], [0.287, -4.133, 3.036], [-1.032, -5.403, 5.469], [0.285, -6.003, 4.482], [-1.348, -5.998, 3.828], [-2.927, -1.866, 4.228], [-1.694, -2.279, 5.364], [-3.855, -4.310, 4.563], [-4.056, -3.127, 5.849], [-2.798, -4.340, 5.985]], "forces_ev_per_a": [[0.142, 0.830, 0.448], [-1.334, 3.011, 1.973], [-0.170, -2.853, -3.043], [-0.058, -3.005, -0.614], [4.575, -0.249, 0.260], [-0.069, 3.668, 0.606], [0.225, 1.379, 0.231], [-1.121, 2.884, -0.707], [3.683, -2.301, 6.287], [-0.693, 2.462, -4.495], [-4.262, -1.319, -2.833], [-0.539, 2.517, 2.059], [-1.414, -5.148, -1.041], [-1.181, -0.337, -0.715], [1.227, 3.233, -0.261], [-1.808, -4.240, -0.653], [-1.176, -0.679, 0.814], [0.509, -1.606, -0.804], [1.454, 0.326, 0.585], [0.606, 1.231, 0.247], [2.028, 0.090, 0.213], [0.227, -1.300, 1.381], [-1.619, 0.407, 1.001], [0.624, 0.958, -0.823], [-0.073, -0.016, 0.085], [-0.068, -0.120, 0.063], [0.073, -0.189, -0.317], [0.245, -0.027, -0.083], [-0.193, 0.111, -0.195], [0.106, -0.120, 0.194], [-0.298, -0.007, 0.067], [-0.080, 0.052, -0.063], [-0.066, -0.027, -0.058], [0.045, -0.005, -0.021], [-0.205, -0.025, -0.189], [0.040, 0.103, 0.088], [-0.024, -0.044, 0.211], [0.010, -0.034, 0.195], [0.064, 0.079, 0.067], [0.009, -0.041, 0.085], [-0.013, -0.053, -0.007], [0.114, 0.096, 0.008], [0.192, 0.176, -0.117], [0.017, -0.033, -0.049], [0.040, 0.035, -0.035], [0.081, 0.081, 0.088], [-0.036, -0.018, 0.046], [-0.195, 0.160, 0.177], [0.581, 0.163, -0.168], [0.011, 0.034, -0.109], [0.169, -0.191, 0.181], [-0.291, 0.293, -0.017], [-0.092, -0.055, 0.240], [-0.037, -0.007, 0.119], [0.019, -0.003, 0.090], [0.079, 0.035, -0.078], [0.192, -0.114, 0.197], [-0.043, -0.087, -0.107], [-0.209, 0.074, -0.014], [-0.122, 0.028, -0.122], [-0.051, -0.038, -0.114], [-0.069, 0.049, -0.010], [0.002, 0.055, 0.029], [0.061, -0.106, -0.116], [0.137, -0.162, -0.203], [0.038, 0.026, 0.010], [0.063, -0.033, -0.060], [-0.083, -0.054, -0.102]]}